[1]
{"formula": "C44H28N4O4SeSr", "method": "the ωB97M-V functional and the def2-TZVPD basis", "symbols": ["Sr", "C", "C", "C", "C", "C", "C", "C", "C", "C", "C", "C", "C", "C", "C", "C", "C", "C", "C", "C", "N", "C", "C", "C", "C", "C", "C", "C", "C", "C", "C", "C", "C", "N", "C", "C", "C", "C", "C", "N", "C", "C", "C", "C", "C", "C", "C", "C", "N", "H", "H", "H", "H", "H", "H", "H", "H", "H", "H", "H", "H", "H", "H", "H", "H", "H", "H", "H", "H", "H", "H", "H", "H", "H", "H", "H", "H", "O", "Se", "O", "O", "O"], "xyz": [[-0.082, -0.367, 0.547], [-2.557, 7.295, -0.251], [-2.610, 6.493, -1.387], [-2.187, 5.173, -1.328], [-1.709, 4.610, -0.141], [-1.668, 5.428, 0.985], [-2.080, 6.755, 0.935], [-1.240, 3.186, -0.091], [0.168, 3.024, -0.064], [1.078, 4.171, -0.172], [2.331, 3.688, -0.211], [2.244, 2.234, -0.130], [3.352, 1.420, -0.186], [4.684, 2.071, -0.379], [5.656, 1.998, 0.617], [6.901, 2.587, 0.446], [7.203, 3.254, -0.735], [6.249, 3.321, -1.742], [5.004, 2.730, -1.565], [3.416, -0.020, -0.093], [2.307, -0.756, 0.141], [2.648, -2.053, 0.162], [1.588, -3.102, 0.390], [2.115, -4.515, 0.237], [1.576, -5.350, -0.730], [2.054, -6.646, -0.889], [3.073, -7.118, -0.076], [3.605, -6.285, 0.902], [3.131, -4.994, 1.061], [-0.833, -2.998, -0.335], [-1.629, -3.991, 0.259], [-2.911, -3.431, 0.282], [-2.816, -2.135, -0.283], [-1.533, -1.935, -0.706], [-3.745, -1.040, -0.219], [-3.417, 0.306, -0.205], [-4.381, 1.381, -0.352], [-3.693, 2.544, -0.314], [-2.278, 2.208, -0.159], [-2.143, 0.877, -0.072], [-5.176, -1.425, -0.092], [-5.728, -2.359, -0.970], [-7.058, -2.737, -0.870], [-7.865, -2.198, 0.125], [-7.325, -1.282, 1.016], [-5.993, -0.903, 0.910], [4.030, -2.190, -0.067], [4.518, -0.891, -0.234], [0.889, 1.883, -0.005], [-2.880, 8.328, -0.291], [-2.975, 6.903, -2.322], [-2.219, 4.549, -2.213], [-1.298, 5.012, 1.916], [-2.034, 7.369, 1.827], [0.787, 5.208, -0.228], [3.239, 4.265, -0.288], [5.420, 1.469, 1.532], [7.639, 2.526, 1.237], [8.175, 3.714, -0.872], [6.475, 3.830, -2.672], [4.259, 2.774, -2.349], [0.778, -4.988, -1.364], [1.621, -7.285, -1.649], [3.442, -8.130, -0.196], [4.390, -6.647, 1.556], [3.523, -4.357, 1.844], [-1.301, -4.915, 0.703], [-3.790, -3.872, 0.731], [-5.443, 1.266, -0.497], [-4.106, 3.536, -0.395], [-5.091, -2.787, -1.735], [-7.467, -3.458, -1.568], [-8.904, -2.495, 0.209], [-7.941, -0.869, 1.807], [-5.563, -0.203, 1.615], [4.600, -3.103, -0.122], [5.543, -0.616, -0.441], [-0.165, -1.845, 2.521], [0.951, -3.040, 2.372], [2.298, -2.714, 3.220], [0.537, -2.830, -0.537], [0.338, -4.512, 2.687]], "lumo_energy_ev": 4.17, "de_lowest_ev": 1.080, "charge": -2, "orbital_gap_ev": 4.955}

---

[2]
{"formula": "C14H16ClN3O2", "method": "the ωB97M-V functional and the def2-TZVPD basis", "symbols": ["O", "C", "C", "O", "C", "C", "C", "C", "Cl", "C", "C", "N", "C", "C", "C", "N", "C", "C", "N", "C", "H", "H", "H", "H", "H", "H", "H", "H", "H", "H", "H", "H", "H", "H", "H", "H"], "xyz": [[1.307, 0.651, -1.575], [0.592, 1.165, -0.742], [-0.467, 2.211, -1.115], [-1.544, 2.281, -0.209], [-2.426, 1.235, -0.170], [-2.283, 0.049, -0.881], [-3.233, -0.951, -0.756], [-4.322, -0.771, 0.078], [-5.503, -2.024, 0.234], [-4.473, 0.408, 0.795], [-3.527, 1.404, 0.669], [0.643, 0.905, 0.576], [1.531, -0.065, 1.175], [2.756, 0.596, 1.814], [3.797, 1.005, 0.762], [4.465, -0.144, 0.219], [5.471, -0.850, 0.821], [5.748, -1.894, -0.011], [4.937, -1.848, -1.099], [4.183, -0.797, -0.935], [0.001, 3.200, -1.084], [-0.805, 2.023, -2.140], [-1.438, -0.118, -1.530], [-3.120, -1.870, -1.308], [-5.324, 0.543, 1.443], [-3.625, 2.330, 1.212], [0.026, 1.422, 1.185], [0.971, -0.626, 1.928], [1.850, -0.750, 0.386], [2.443, 1.479, 2.376], [3.216, -0.106, 2.512], [3.310, 1.538, -0.057], [4.542, 1.664, 1.219], [5.896, -0.549, 1.757], [6.477, -2.672, 0.102], [3.426, -0.466, -1.618]], "lumo_energy_ev": 0.49, "de_lowest_ev": 0.139, "charge": 0, "orbital_gap_ev": 9.084}